No. 1
DFT (ωB97M-V/def2-TZVPD) results for a molecular structure, C23H44F9N4O7P2SSbSe4Ti.

As for the expectation value of S²: 2.048. As for the total charge: -2. The value obtained for the LUMO energy (alpha / beta) is 3.730 / 3.730 eV. The calculation puts the relative energy (zero: lowest compared OMol25 entry of this formula, charge and spin) at 142.4 kcal/mol. The spin multiplicity is 3.

XYZ file:
```
96
Properties=species:S:1:pos:R:3:lowdin_spin:R:1
Ti 0.379 -0.593 -1.238 0.36
C -2.981 3.266 -3.030 0.00
C -2.126 3.165 -1.765 0.00
C -2.136 4.508 -1.024 0.00
O -2.585 2.142 -0.942 0.00
P -1.801 0.558 -0.232 0.00
O -0.869 -0.672 0.092 0.01
C -0.389 1.745 0.156 0.00
P 0.936 0.847 0.983 0.00
O 1.838 0.021 0.148 0.00
O 1.723 2.153 1.527 0.00
C 3.036 1.995 2.085 0.00
C 4.103 2.114 1.010 0.00
C 3.196 3.067 3.153 0.00
O 0.654 -0.022 2.278 0.00
C 0.111 0.371 3.541 0.00
C 1.145 0.029 4.606 0.00
C -1.169 -0.405 3.794 0.00
O -2.634 0.661 1.157 0.00
C -3.998 1.038 1.308 0.00
C -4.599 0.195 2.426 0.00
C -4.133 2.518 1.646 0.00
H -2.651 4.111 -3.640 0.00
H -4.030 3.408 -2.753 0.00
H -2.891 2.358 -3.627 0.00
H -1.096 2.978 -2.097 0.00
H -3.164 4.839 -0.854 0.00
H -1.613 5.266 -1.611 0.00
H -1.645 4.412 -0.054 0.00
H -0.755 2.535 0.811 0.00
H 0.055 2.210 -0.722 0.00
H 3.107 1.000 2.540 0.00
H 4.058 3.100 0.546 0.00
H 3.965 1.358 0.239 0.00
H 5.086 1.963 1.460 0.00
H 3.247 4.049 2.681 0.00
H 4.112 2.900 3.721 0.00
H 2.344 3.055 3.834 0.00
H -0.082 1.451 3.524 0.00
H 1.397 -1.027 4.506 0.00
H 0.721 0.209 5.595 0.00
H 2.055 0.619 4.496 0.00
H -0.934 -1.469 3.856 0.00
H -1.867 -0.262 2.978 0.00
H -1.624 -0.074 4.730 0.00
H -4.527 0.826 0.377 0.00
H -4.120 0.439 3.377 0.00
H -4.472 -0.869 2.227 0.00
H -5.664 0.417 2.505 0.00
H -3.521 2.762 2.519 0.00
H -5.178 2.742 1.869 0.00
H -3.802 3.122 0.807 0.00
N -2.333 -2.722 -1.194 0.00
N -3.234 -1.676 -0.957 0.00
C -2.866 -0.348 -1.474 0.00
N -4.110 0.255 -1.879 0.00
S -1.560 -0.277 -2.782 0.01
H -2.453 -3.146 -2.107 0.00
H -2.424 -3.426 -0.476 0.00
H -4.162 -1.873 -1.313 0.00
H -4.001 1.260 -1.810 0.00
H -4.303 0.017 -2.846 0.00
Se 3.300 -6.502 -3.142 0.70
Sb 2.288 -4.223 -2.862 0.30
Se 0.471 -2.332 -2.625 0.04
Se 2.093 -2.048 -1.441 0.03
Se 3.442 -3.748 -4.980 0.46
C 3.099 -4.781 0.974 0.01
C 1.635 -5.231 1.092 0.00
C 1.420 -5.959 2.426 0.00
C 1.252 -6.126 -0.108 0.01
C 0.753 -4.064 1.058 0.00
N 0.003 -3.193 1.051 0.00
H 3.757 -5.625 1.185 0.00
H 3.325 -3.962 1.660 0.00
H 3.306 -4.440 -0.040 0.01
H 2.068 -6.836 2.464 0.00
H 0.385 -6.287 2.537 0.00
H 1.662 -5.310 3.270 0.00
H 0.456 -6.826 0.152 0.00
H 2.129 -6.666 -0.470 0.02
H 0.913 -5.512 -0.966 0.00
F 0.864 3.543 -2.401 0.00
C 2.005 3.004 -2.866 0.00
F 2.379 3.756 -3.921 0.00
F 2.927 3.192 -1.902 0.00
C 1.839 1.500 -3.216 0.00
O 1.156 0.863 -2.238 0.00
C 1.126 1.397 -4.605 0.00
F 0.733 0.163 -4.863 0.00
F 0.038 2.193 -4.643 0.00
F 1.923 1.782 -5.626 0.00
C 3.280 0.903 -3.381 0.00
F 3.260 -0.237 -4.050 0.01
F 3.824 0.678 -2.178 0.00
F 4.120 1.743 -4.029 0.00
```



No. 2
DFT (ωB97M-V/def2-TZVPD) results for a gas-phase ion, C5H5O4 (charge -1).

As for the total charge: -1. The value obtained for the LUMO energy is 3.806 eV. The calculation puts the relative energy (zero: lowest compared OMol25 entry of this formula, charge and spin) at 39.6 kcal/mol. The spin multiplicity is 1.

XYZ file:
```
14
Properties=species:S:1:pos:R:3:nbo_charge:R:1
C 1.243 -1.376 -0.003 0.80
C -1.157 -1.460 0.060 0.26
C 0.960 0.038 -0.568 -0.52
C -0.086 0.767 0.172 -0.48
C -1.414 -0.140 0.109 0.30
O 0.167 -2.011 0.320 -0.51
O 2.368 -1.825 0.220 -0.66
O -1.951 -2.530 -0.226 -0.68
O -2.581 0.406 0.015 -0.81
H 2.010 0.475 -0.579 0.20
H 0.786 -0.004 -1.600 0.22
H 0.271 0.986 1.186 0.20
H -0.436 1.561 -0.441 0.23
H -1.320 -2.984 -0.822 0.46
```



No. 3
DFT (ωB97M-V/def2-TZVPD) results for a molecular structure, C39H29BrCl2N4O2OsP.

As for the expectation value of S²: 6.106. As for the total charge: +1. The value obtained for the LUMO energy (alpha / beta) is -4.276 / -4.869 eV. The calculation puts the relative energy (zero: lowest compared OMol25 entry of this formula, charge and spin) at 1.1 kcal/mol. The spin multiplicity is 5.

XYZ file:
```
79
Properties=species:S:1:pos:R:3:lowdin_spin:R:1
Os -0.154 -0.169 0.021 1.59
Br -0.339 6.625 5.555 0.02
C 0.895 6.332 4.157 0.08
C 1.392 5.049 3.948 -0.01
C 2.304 4.836 2.940 0.06
C 2.741 5.911 2.141 0.01
C 2.234 7.198 2.373 0.06
C 1.302 7.402 3.367 -0.01
N 3.693 5.758 1.167 0.31
N 4.127 4.688 0.719 0.18
C 3.545 3.563 0.363 0.11
C 4.391 2.425 0.175 0.00
C 3.887 1.179 0.014 0.05
C 2.475 0.968 -0.015 0.04
O 1.950 -0.170 -0.077 0.09
C 1.605 2.129 -0.011 0.05
N 0.279 1.862 -0.181 0.03
C -0.553 2.902 -0.261 0.06
C -0.127 4.217 -0.160 -0.01
C 1.209 4.490 0.055 0.06
C 2.108 3.423 0.150 0.02
H 1.062 4.237 4.580 0.00
H 2.705 3.845 2.774 0.00
H 2.578 8.019 1.758 0.00
H 0.893 8.388 3.541 0.00
H 5.460 2.585 0.242 0.00
H 4.534 0.317 -0.066 0.00
H -1.592 2.675 -0.438 0.00
H -0.844 5.020 -0.255 0.00
H 1.562 5.508 0.112 0.00
C -4.856 -4.002 -0.025 0.00
C -3.748 -3.805 -0.837 0.00
C -3.055 -2.608 -0.782 0.00
C -3.457 -1.599 0.092 0.00
C -4.587 -1.790 0.884 0.00
C -5.279 -2.991 0.824 0.00
P -2.497 -0.044 0.058 0.02
C -3.208 0.774 -1.403 0.00
C -4.562 1.094 -1.483 0.00
C -5.072 1.662 -2.639 0.00
C -4.241 1.896 -3.727 0.00
C -2.896 1.562 -3.662 0.00
C -2.380 1.006 -2.500 0.02
C -3.090 0.857 1.525 0.00
C -2.849 0.242 2.758 0.00
C -3.204 0.871 3.939 0.00
C -3.788 2.132 3.904 0.00
C -4.020 2.752 2.688 0.00
C -3.675 2.118 1.500 0.00
H -5.395 -4.939 -0.062 0.00
H -3.421 -4.584 -1.514 0.00
H -2.199 -2.441 -1.425 0.00
H -4.939 -1.008 1.542 0.00
H -6.153 -3.134 1.447 0.00
H -5.219 0.886 -0.646 0.00
H -6.122 1.915 -2.696 0.00
H -4.645 2.331 -4.631 0.00
H -2.252 1.730 -4.515 0.00
H -1.331 0.736 -2.437 0.02
H -2.406 -0.751 2.771 0.00
H -3.041 0.377 4.888 0.00
H -4.069 2.624 4.825 0.00
H -4.481 3.731 2.658 0.00
H -3.887 2.605 0.556 0.00
O 0.358 0.098 2.595 0.07
H -0.423 -0.120 3.115 0.00
H 0.965 -0.640 2.726 0.00
Cl 0.392 -2.857 -2.359 0.05
C 0.229 -3.881 -0.975 0.12
C 0.374 -5.244 -1.069 -0.01
C 0.252 -6.032 0.071 0.13
C -0.008 -5.459 1.310 -0.02
C -0.163 -4.097 1.411 0.11
Cl -0.504 -3.354 2.934 0.03
C -0.059 -3.235 0.279 0.06
N -0.244 -1.937 0.365 0.58
H 0.588 -5.701 -2.026 0.00
H 0.368 -7.104 -0.006 0.01
H -0.084 -6.076 2.195 0.00
```



No. 4
DFT (ωB97M-V/def2-TZVPD) results for 2 unconnected molecules or ions with the total composition C6H8N2O.

As for the total charge: 0. The value obtained for the LUMO energy (alpha / beta) is 0.459 / 0.459 eV. The calculation puts the relative energy (zero: lowest compared OMol25 entry of this formula, charge and spin) at 79.9 kcal/mol. The spin multiplicity is 1.

XYZ file:
```
17
Properties=species:S:1:pos:R:3:nbo_charge:R:1
C 2.334 0.674 0.821 -0.15
C 1.448 0.733 1.813 0.08
C 0.334 0.631 -0.048 0.41
C 0.049 -2.281 -0.840 -0.11
C -2.120 0.932 -0.387 -0.66
C -0.841 0.395 -0.869 -0.07
N 1.610 0.513 -0.392 -0.44
N -0.940 -1.610 -0.888 -0.37
O 0.230 0.760 1.329 -0.42
H 3.339 0.371 0.854 0.22
H 1.410 0.669 2.931 0.22
H 0.040 -3.424 -0.803 0.17
H 1.039 -1.938 -0.816 0.16
H -2.999 0.496 -1.062 0.24
H -2.143 2.008 -0.389 0.24
H -2.288 0.589 0.675 0.24
H -0.503 0.482 -1.929 0.25
```



No. 5
DFT (ωB97M-V/def2-TZVPD) results for a molecular structure, C44H48N10O5SSc.

As for the total charge: -1. The value obtained for the LUMO energy is 1.501 eV. The calculation puts the relative energy (zero: lowest compared OMol25 entry of this formula, charge and spin) at 35.6 kcal/mol. The spin multiplicity is 1.

XYZ file:
```
109
Properties=species:S:1:pos:R:3:lowdin_charge:R:1
Sc 0.027 1.012 -1.291 1.03
C 3.087 -0.346 1.507 -0.19
C 1.975 -1.325 1.897 -0.16
C 0.629 -1.154 1.165 -0.22
N 0.337 0.229 0.830 -0.04
C 0.153 1.085 1.797 -0.23
C -0.098 0.747 3.159 -0.05
C 0.019 1.486 4.311 -0.09
C 0.492 2.779 4.496 -0.13
C 0.786 3.663 3.472 -0.10
C 0.538 3.563 2.120 -0.03
C -0.017 2.502 1.354 -0.23
N -0.620 2.629 0.197 -0.03
C -1.065 3.956 -0.203 -0.22
C -0.123 4.717 -1.135 -0.16
C 0.137 3.952 -2.431 -0.21
N 0.960 2.777 -2.186 -0.03
C 2.259 2.846 -2.347 -0.20
C 2.948 4.074 -2.591 -0.03
C 4.145 4.321 -3.213 -0.10
C 5.083 3.426 -3.719 -0.13
C 5.070 2.067 -3.489 -0.10
C 4.222 1.287 -2.723 -0.03
C 2.981 1.564 -2.114 -0.23
N 2.300 0.716 -1.362 -0.03
C 2.880 -0.588 -1.063 -0.26
C 3.777 -0.623 0.174 -0.17
H 2.694 0.673 1.508 0.11
H 3.848 -0.376 2.292 0.11
H 2.318 -2.355 1.740 0.10
H 1.801 -1.216 2.971 0.10
H 0.620 -1.725 0.237 0.05
H -0.175 -1.595 1.780 0.11
H -0.402 -0.286 3.300 0.05
H -0.244 0.950 5.217 0.10
H 0.637 3.119 5.511 0.09
H 1.222 4.611 3.778 0.10
H 0.776 4.446 1.539 0.09
H -2.015 3.815 -0.736 0.12
H -1.269 4.563 0.695 0.12
H -0.584 5.683 -1.371 0.12
H 0.828 4.923 -0.631 0.10
H -0.822 3.604 -2.831 0.11
H 0.590 4.599 -3.192 0.12
H 2.398 4.959 -2.297 0.09
H 4.377 5.373 -3.343 0.10
H 5.903 3.829 -4.294 0.09
H 5.892 1.512 -3.932 0.10
H 4.555 0.263 -2.629 0.09
H 2.067 -1.304 -0.953 0.05
H 3.466 -0.984 -1.906 0.09
H 4.244 -1.616 0.215 0.10
H 4.588 0.099 0.034 0.11
O 0.756 -2.298 -7.819 -0.05
C -0.013 -1.365 -7.550 -0.71
O -0.914 -0.854 -8.225 -0.04
C 0.068 -0.864 -6.077 -0.08
C 1.194 -1.098 -5.305 0.01
C 1.238 -0.651 -3.997 -0.15
N 0.226 -0.012 -3.405 0.05
C -0.858 0.236 -4.158 -0.17
C -0.974 -0.161 -5.478 0.07
C -1.942 1.051 -3.486 -0.56
O -2.938 1.412 -4.084 0.08
O -1.676 1.340 -2.244 -0.16
H 2.018 -1.646 -5.740 0.12
H 2.106 -0.830 -3.388 0.07
H -1.856 0.089 -6.047 0.13
C -1.177 -2.995 5.230 -0.05
C -2.404 -2.337 4.674 -0.27
C -2.345 -1.082 4.085 -0.03
C -3.470 -0.470 3.559 0.00
C -4.693 -1.122 3.607 -0.27
N -5.860 -0.546 3.092 0.13
C -5.930 0.583 2.309 -0.54
O -6.843 1.378 2.402 0.07
N -4.873 0.754 1.458 0.13
C -4.077 -0.219 0.838 -0.22
C -4.412 -1.563 0.733 0.00
C -3.530 -2.402 0.075 -0.03
C -2.354 -1.887 -0.448 -0.13
N -2.035 -0.602 -0.343 0.06
C -2.877 0.207 0.273 -0.06
C -4.771 -2.383 4.193 -0.03
C -3.643 -2.974 4.725 -0.05
H -0.329 -2.314 5.214 0.07
H -0.907 -3.878 4.650 0.08
H -1.333 -3.315 6.260 0.08
H -1.399 -0.554 4.041 0.04
H -3.386 0.512 3.115 0.12
H -6.719 -0.702 3.605 0.16
H -4.864 1.674 1.032 0.17
H -5.340 -1.939 1.136 0.12
H -3.764 -3.449 -0.047 0.10
H -1.651 -2.509 -0.986 0.04
H -2.579 1.248 0.335 0.11
H -5.721 -2.898 4.224 0.11
H -3.725 -3.953 5.179 0.11
C 3.066 -5.184 0.497 -0.09
N 2.486 -4.324 -0.503 -0.06
C 1.159 -4.201 -0.752 -0.94
N 0.312 -4.725 0.173 0.11
S 0.616 -3.422 -2.116 0.70
H 4.144 -5.036 0.493 0.09
H 2.852 -6.242 0.309 0.09
H 2.716 -4.922 1.496 0.07
H 3.060 -4.043 -1.285 0.12
H 0.627 -4.943 1.102 0.09
H -0.661 -4.497 0.055 0.08
```



No. 6
DFT (ωB97M-V/def2-TZVPD) results for 2 unconnected molecules or ions with the total composition C5H11O3P.

As for the total charge: 0. The value obtained for the LUMO energy is 0.387 eV. The calculation puts the relative energy (zero: lowest compared OMol25 entry of this formula, charge and spin) at 30.3 kcal/mol. The spin multiplicity is 1.

XYZ file:
```
20
Properties=species:S:1:pos:R:3:nbo_charge:R:1
C -2.108 -1.199 -2.104 0.15
C 0.962 -0.786 2.151 -0.65
C 1.433 -2.094 0.079 -0.41
C -0.444 2.242 -1.549 -0.25
C 1.829 -1.290 1.047 -0.17
O -2.060 -2.391 -2.066 -0.49
O -3.204 0.307 -0.393 -0.98
O -1.308 1.162 -1.835 -0.81
P -1.628 -0.019 -0.731 1.21
H -2.495 -0.642 -2.987 0.12
H 1.485 -0.839 3.105 0.21
H 0.709 0.263 1.967 0.21
H 0.037 -1.354 2.212 0.21
H -3.382 0.478 0.533 0.50
H 2.102 -2.404 -0.706 0.20
H 0.428 -2.478 0.029 0.19
H 0.525 1.884 -1.200 0.18
H -0.873 2.913 -0.801 0.17
H -0.315 2.787 -2.483 0.20
H 2.848 -0.918 1.057 0.19
```



No. 7
DFT (ωB97M-V/def2-TZVPD) results for 2 unconnected molecules or ions with the total composition C2H4BrNO2.

As for the total charge: 0. The value obtained for the LUMO energy is -0.612 eV. The calculation puts the relative energy (zero: lowest compared OMol25 entry of this formula, charge and spin) at 99.7 kcal/mol. The spin multiplicity is 1.

XYZ file:
```
10
Properties=species:S:1:pos:R:3:nbo_charge:R:1
C -1.465 0.502 1.235 -0.33
C -0.440 0.435 0.393 -0.15
N 0.703 -0.395 0.632 0.49
O 0.710 -1.119 1.608 -0.39
O 1.594 -0.440 -0.185 -0.36
Br 0.957 -0.906 -2.989 -0.18
H 1.940 -0.134 -3.468 0.18
H -1.267 -0.197 2.132 0.25
H -2.429 1.232 1.208 0.25
H -0.303 1.022 -0.566 0.24
```



No. 8
DFT (ωB97M-V/def2-TZVPD) results for 5 unconnected molecules or ions with the total composition C17H33BN2O17P.

As for the total charge: +1. The value obtained for the LUMO energy is -2.955 eV. The spin multiplicity is 1.

XYZ file:
```
71
Properties=species:S:1:pos:R:3:lowdin_charge:R:1
N 5.901 -3.261 -1.073 0.07
C 4.629 -3.294 -1.705 -0.19
N 3.632 -2.329 -1.001 0.05
B 3.929 -0.822 -1.282 -0.71
O 4.946 -0.516 -2.128 0.22
O 3.136 0.069 -0.678 0.21
P 1.960 -2.757 -1.353 0.44
O 1.847 -4.022 -2.049 -0.19
O 1.486 -1.530 -2.224 -0.05
O 1.268 -2.749 0.063 -0.05
H 6.583 -2.723 -1.581 0.09
H 5.850 -2.980 -0.104 0.07
H 4.678 -3.007 -2.744 0.14
H 4.207 -4.286 -1.642 0.12
H 3.768 -2.445 0.013 0.17
H 5.590 0.049 -1.693 0.14
H 2.887 0.738 -1.350 0.12
H 0.575 -1.300 -2.010 0.11
H 0.343 -2.992 -0.075 0.11
C -1.066 0.888 2.646 -0.01
C -0.651 1.855 1.569 -0.30
C -1.685 2.093 0.498 -0.07
O -0.855 2.397 -0.649 0.09
C 0.329 1.807 -0.465 -0.57
O 1.174 1.716 -1.310 0.13
O 0.457 1.334 0.784 0.09
H -0.315 0.838 3.433 0.09
H -2.011 1.201 3.089 0.10
H -1.176 -0.119 2.238 0.08
H -0.327 2.798 2.011 0.17
H -2.362 2.910 0.719 0.10
H -2.273 1.200 0.268 0.13
C 5.052 -6.604 2.538 -0.02
C 5.984 -5.447 2.791 -0.32
C 6.160 -5.066 4.247 -0.07
O 6.440 -3.654 4.162 0.09
C 5.873 -3.193 3.039 -0.58
O 5.740 -2.047 2.742 0.15
O 5.453 -4.211 2.255 0.05
H 5.049 -6.875 1.483 0.09
H 5.360 -7.476 3.114 0.10
H 4.029 -6.340 2.810 0.09
H 6.950 -5.626 2.316 0.16
H 6.984 -5.584 4.729 0.14
H 5.250 -5.206 4.834 0.14
C -6.182 6.732 -0.506 -0.01
C -4.845 6.629 0.181 -0.31
C -3.703 6.203 -0.716 -0.08
O -2.833 5.520 0.210 0.07
C -3.601 5.053 1.213 -0.57
O -3.230 4.260 2.025 0.13
O -4.838 5.568 1.161 0.10
H -6.934 7.129 0.174 0.09
H -6.117 7.390 -1.372 0.10
H -6.518 5.746 -0.828 0.08
H -4.607 7.561 0.701 0.16
H -3.183 7.037 -1.178 0.14
H -4.016 5.495 -1.485 0.11
C -6.082 -0.704 -3.363 -0.02
C -5.125 0.311 -2.790 -0.32
C -4.996 0.289 -1.281 -0.09
O -4.675 1.655 -0.983 0.05
C -5.185 2.423 -1.979 -0.54
O -5.258 3.606 -1.937 0.17
O -5.593 1.655 -3.011 0.10
H -6.050 -0.691 -4.451 0.09
H -5.826 -1.708 -3.022 0.09
H -7.104 -0.474 -3.065 0.10
H -4.144 0.222 -3.265 0.16
H -4.207 -0.372 -0.929 0.13
H -5.931 0.032 -0.779 0.14
```